# 1
Formula: C45H57BrFN5O6Sn
Source: the Open Molecules 2025 dataset
Level of theory: ωB97M-V with the def2-TZVPD basis set

```
! RIJCOSX wB97M-V def2-TZVPD def2/J DEFGRID3
* xyz -2 1
Sn -1.139 0.621 1.112
C -2.006 3.154 -6.416
C -1.085 1.934 -6.432
C -1.695 0.824 -7.291
C -0.725 -0.344 -7.379
C -0.378 -0.802 -5.990
C 0.028 -2.106 -5.770
C 0.341 -2.522 -4.485
F 0.760 -3.805 -4.314
C 0.233 -1.678 -3.411
C -0.181 -0.359 -3.610
C -0.314 0.506 -2.414
O -0.169 0.016 -1.298
C -0.575 1.889 -2.733
C -0.803 2.252 -4.012
N -0.832 1.414 -5.094
C -0.471 0.098 -4.912
C -0.579 3.061 -1.688
O -0.734 4.184 -2.187
O -0.416 2.768 -0.500
H -2.325 3.380 -7.432
H -1.504 4.030 -6.018
H -2.884 2.952 -5.807
H -0.123 2.228 -6.883
H -1.924 1.214 -8.285
H -2.627 0.490 -6.830
H 0.183 -0.028 -7.907
H -1.162 -1.169 -7.947
H 0.106 -2.804 -6.591
H 0.459 -1.993 -2.404
H -0.974 3.304 -4.188
C 7.312 -1.214 2.030
C 6.684 -1.852 0.779
C 7.122 -3.319 0.749
C 7.204 -1.169 -0.495
C 5.175 -1.692 0.878
C 4.645 -0.413 1.003
C 3.302 -0.252 1.235
Br 2.637 1.513 1.508
C 2.380 -1.314 1.336
O 1.155 -1.031 1.661
C 2.910 -2.609 1.100
C 4.279 -2.751 0.916
C 2.069 -3.884 1.089
C 2.397 -4.717 -0.162
C 0.561 -3.637 1.059
C 2.403 -4.694 2.350
H 8.394 -1.348 2.033
H 6.898 -1.688 2.920
H 7.093 -0.152 2.081
H 8.210 -3.375 0.729
H 6.742 -3.828 -0.134
H 6.772 -3.840 1.637
H 8.293 -1.224 -0.540
H 6.909 -0.124 -0.525
H 6.794 -1.663 -1.375
H 5.269 0.467 0.953
H 4.659 -3.755 0.800
H 2.226 -4.129 -1.060
H 1.745 -5.587 -0.202
H 3.424 -5.072 -0.175
H 0.296 -2.929 0.281
H 0.212 -3.230 2.003
H 0.034 -4.574 0.873
H 3.462 -4.949 2.391
H 1.819 -5.614 2.365
H 2.153 -4.103 3.227
O -0.456 -0.856 3.289
C 0.573 -1.432 3.178
C -2.690 3.605 5.399
N -1.512 2.969 4.858
C -1.577 1.523 4.906
C -0.925 3.484 3.721
N -0.367 2.714 2.890
N -0.959 4.908 3.662
C -0.203 5.559 4.710
C -0.680 5.476 2.360
H -3.603 3.131 5.020
H -2.713 4.657 5.130
H -2.680 3.519 6.491
H -1.924 1.215 5.893
H -0.584 1.126 4.722
H -2.235 1.130 4.126
H 0.086 3.172 2.108
H -0.382 5.064 5.661
H -0.508 6.607 4.778
H 0.879 5.532 4.508
H -1.171 4.886 1.589
H 0.395 5.521 2.137
H -1.078 6.494 2.342
N -5.248 -6.156 0.822
C -4.605 -5.199 0.760
C -3.841 -4.027 0.707
C -3.184 -3.635 -0.467
C -2.453 -2.461 -0.487
C -2.324 -1.615 0.625
C -3.006 -2.045 1.775
C -3.742 -3.207 1.837
H -3.277 -4.263 -1.349
H -1.968 -2.185 -1.417
H -2.954 -1.419 2.654
H -4.268 -3.496 2.741
C -5.156 2.453 2.194
C -4.258 2.033 1.005
C -4.012 3.271 0.121
C -5.012 0.974 0.173
O -3.094 1.533 1.501
H -6.129 2.822 1.867
H -4.643 3.235 2.752
H -5.296 1.590 2.842
H -4.944 3.665 -0.288
H -3.343 3.001 -0.691
H -3.523 4.042 0.712
H -5.996 1.326 -0.141
H -5.117 0.073 0.773
H -4.415 0.728 -0.701
*
```

Calculated values
total energy: -5362.40043 Eh
gap between HOMO and LUMO: 5.034 eV
relative energy (zero: lowest compared OMol25 entry of this formula, charge and spin): 1.560 eV



# 2
Formula: C5H8O
Source: the Open Molecules 2025 dataset
Level of theory: ωB97M-V with the def2-TZVPD basis set

```
! RIJCOSX wB97M-V def2-TZVPD def2/J DEFGRID3
* xyz 0 3
C 1.766 -0.185 -0.184
C 1.278 -0.267 1.059
C 0.579 -0.210 -1.056
C -0.462 -0.262 0.121
C -1.305 0.894 0.194
O -1.106 -1.446 0.306
H 2.812 0.024 -0.413
H 1.501 -0.499 2.060
H 0.446 0.621 -1.749
H 0.567 -1.015 -1.751
H -2.137 0.859 0.980
H -1.825 0.903 -0.822
H -0.454 1.697 0.230
H -1.660 -1.114 1.024
*
```

Calculated values
total energy: -270.26216 Eh
gap between HOMO and LUMO (alpha / beta): 5.363 / 7.147 eV
relative energy (zero: lowest compared OMol25 entry of this formula, charge and spin): 2.203 eV



# 3
Formula: C30H25GeN3NiO5
Source: the Open Molecules 2025 dataset
Level of theory: ωB97M-V with the def2-TZVPD basis set

```
! RIJCOSX wB97M-V def2-TZVPD def2/J DEFGRID3
* xyz 1 2
Ni 0.170 0.093 -1.801
O -1.001 1.387 -2.535
C -2.216 1.175 -2.756
C -2.960 0.007 -2.456
C -4.340 0.046 -2.746
C -5.120 -1.034 -2.471
C -4.574 -2.202 -1.911
C -3.240 -2.265 -1.630
C -2.379 -1.168 -1.886
O -1.120 -1.278 -1.610
N -6.556 -0.977 -2.765
O -6.990 0.056 -3.233
O -7.212 -1.965 -2.513
H -2.769 1.994 -3.227
H -4.787 0.933 -3.178
H -5.229 -3.039 -1.712
H -2.798 -3.153 -1.200
N 5.572 0.075 0.101
C 5.255 -1.238 -0.017
O 5.946 -2.130 0.423
C 3.966 -1.570 -0.726
C 3.799 -2.869 -1.188
C 2.619 -3.217 -1.817
C 1.623 -2.265 -1.936
N 1.770 -1.015 -1.470
C 2.927 -0.674 -0.889
H 6.453 0.297 0.535
H 5.089 0.801 -0.394
H 4.601 -3.579 -1.036
H 2.454 -4.214 -2.197
H 0.668 -2.505 -2.381
H 2.991 0.334 -0.506
C 1.285 3.046 -1.166
Ge 0.369 1.771 -0.011
C -1.403 2.196 0.630
C -2.459 1.293 0.528
C -3.701 1.608 1.059
C -3.890 2.826 1.698
C -2.838 3.721 1.818
C -1.592 3.407 1.290
C 1.552 1.111 1.368
C 2.555 1.963 1.769
C 3.429 1.607 2.819
C 3.306 0.388 3.418
C 2.300 -0.527 3.020
C 2.182 -1.802 3.624
C 1.208 -2.673 3.230
C 0.300 -2.306 2.214
C 0.392 -1.084 1.613
C 1.395 -0.160 1.993
H 1.551 3.940 -0.599
H 0.615 3.334 -1.972
H 2.205 2.626 -1.572
H -2.316 0.328 0.059
H -4.517 0.901 0.982
H -4.859 3.073 2.111
H -2.983 4.666 2.325
H -0.779 4.117 1.399
H 2.685 2.927 1.289
H 4.195 2.302 3.136
H 3.984 0.098 4.212
H 2.879 -2.075 4.407
H 1.126 -3.645 3.697
H -0.475 -2.998 1.911
H -0.313 -0.822 0.831
*
```

Calculated values
total energy: -5283.64324 Eh
gap between HOMO and LUMO (alpha / beta): 6.730 / 7.174 eV



# 4
Formula: C4H10N2O2
Source: the Open Molecules 2025 dataset
Level of theory: ωB97M-V with the def2-TZVPD basis set

```
! RIJCOSX wB97M-V def2-TZVPD def2/J DEFGRID3
* xyz 0 1
N 1.652 0.273 1.399
C 2.226 0.128 0.166
O 2.253 0.999 -0.657
O 2.727 -1.094 -0.015
H 0.890 0.972 1.301
H 1.266 -0.630 1.688
H 3.157 -1.180 -0.843
C -0.800 -1.710 0.421
N -0.930 -0.461 0.596
C -1.845 0.362 -0.110
C -1.117 1.318 -1.029
H 0.010 -2.216 0.948
H -1.567 -2.222 -0.126
H -2.642 -0.093 -0.732
H -2.403 0.796 0.765
H -0.072 1.717 -0.732
H -1.015 0.831 -1.943
H -1.787 2.209 -1.097
*
```

Calculated values
total energy: -418.38320 Eh
gap between HOMO and LUMO: 10.396 eV
relative energy (zero: lowest compared OMol25 entry of this formula, charge and spin): 2.116 eV
SMILES string: NC(=O)O.C=NCC



# 5
Formula: C3H8FNS
Source: the Open Molecules 2025 dataset
Level of theory: ωB97M-V with the def2-TZVPD basis set

```
! RIJCOSX wB97M-V def2-TZVPD def2/J DEFGRID3
* xyz 0 1
C 0.741 0.936 -0.096
N -0.262 -0.129 -0.153
C 0.008 -1.230 0.663
C -1.527 -0.047 -0.715
S -2.668 -1.223 -0.605
H 0.231 1.935 0.124
H 1.479 0.698 0.699
H 1.394 0.917 -1.030
H 0.235 -1.052 1.741
H -0.795 -1.939 0.637
H 0.738 -1.872 0.378
H -1.774 0.910 -1.272
F -1.899 1.787 1.460
H -2.787 1.587 1.392
*
```

Calculated values
total energy: -671.87150 Eh
gap between HOMO and LUMO: 9.090 eV
relative energy (zero: lowest compared OMol25 entry of this formula, charge and spin): 0.844 eV
SMILES string: CN(C)C=S.F



# 6
Formula: C3H3NO2
Source: the Open Molecules 2025 dataset
Level of theory: ωB97M-V with the def2-TZVPD basis set

```
! RIJCOSX wB97M-V def2-TZVPD def2/J DEFGRID3
* xyz 0 1
O 0.554 0.445 2.517
C 0.395 0.099 1.381
N -0.730 -0.071 0.617
C -0.448 -0.405 -0.709
C 0.866 -0.290 -0.913
O 1.507 0.125 0.211
H -1.656 -0.280 0.959
H -1.159 -0.968 -1.290
H 1.371 -0.636 -1.818
*
```

Calculated values
total energy: -321.32787 Eh
gap between HOMO and LUMO: 9.458 eV
relative energy (zero: lowest compared OMol25 entry of this formula, charge and spin): 1.354 eV
SMILES string: O=c1[nH]cco1



# 7
Formula: C4H9N3
Source: the Open Molecules 2025 dataset
Level of theory: ωB97M-V with the def2-TZVPD basis set

```
! RIJCOSX wB97M-V def2-TZVPD def2/J DEFGRID3
* xyz 0 1
H -1.138 -1.769 1.191
N -0.658 -0.953 0.821
C -1.334 -0.226 0.024
C -0.925 1.229 -0.272
N -2.644 -0.482 -0.297
H -1.016 1.417 -1.341
H 0.082 1.432 0.076
H -1.602 1.916 0.231
H -3.118 -1.265 0.121
H -3.237 0.237 -0.672
C 3.093 -0.335 -0.814
C 2.485 -0.163 0.336
N 1.951 -0.002 1.405
H 3.743 -1.182 -0.957
H 3.308 0.502 -1.455
H 1.010 -0.356 1.603
*
```

Calculated values
total energy: -322.02563 Eh
gap between HOMO and LUMO: 8.865 eV
relative energy (zero: lowest compared OMol25 entry of this formula, charge and spin): 1.761 eV
SMILES string: [H]/N=C(/C)N.C=C=N



# 8
Formula: C59H75BF7N3O7P2S3
Source: the Open Molecules 2025 dataset
Level of theory: ωB97M-V with the def2-TZVPD basis set

```
! RIJCOSX wB97M-V def2-TZVPD def2/J DEFGRID3
* xyz 0 1
C -1.321 2.950 3.375
C -1.419 1.324 3.640
N -0.414 0.556 2.755
C -0.471 -0.890 3.166
C -0.770 -1.984 2.005
C -1.501 -1.487 0.649
C -0.674 -0.490 -0.334
C 0.908 -0.279 -0.082
S 2.034 -1.138 -1.367
C 3.333 -2.018 -0.275
N 4.796 -2.332 -0.646
N 5.287 -2.938 0.529
C 4.263 -3.067 1.635
O 3.020 -2.494 1.095
O -1.986 -2.712 -0.073
C -0.900 -3.561 -0.536
C -0.844 -5.050 0.229
C 0.049 -6.047 -0.776
F -0.104 -5.025 1.510
P -1.351 -4.037 -2.373
C -2.945 -5.142 -2.205
C -1.945 -2.529 -3.371
C -0.651 -2.035 -4.298
C -2.959 -0.683 0.917
O -3.597 -0.703 -0.385
C -4.915 -0.141 -0.503
S -6.347 -1.380 -0.230
C -5.079 0.245 -2.129
C -3.807 1.101 -2.708
C -4.019 1.173 -4.363
O -2.701 1.601 -4.917
C -2.816 2.888 -5.623
B -5.244 1.260 0.278
O -6.610 1.516 0.776
O -4.167 2.297 0.458
P -3.901 -1.495 2.359
S -4.420 -3.353 2.078
C 0.929 1.209 3.145
C 1.529 1.254 4.676
O 1.683 1.845 2.205
H -1.151 3.108 2.208
H -2.351 3.476 3.627
H -0.489 3.482 4.007
H -2.538 1.019 3.390
H -1.272 1.124 4.783
H 0.606 -1.150 3.614
H -1.193 -0.949 4.115
H -1.378 -2.888 2.494
H 0.285 -2.467 1.720
H -1.182 0.590 -0.339
H -0.801 -0.872 -1.459
H 1.326 -0.512 0.981
H 1.132 0.882 -0.261
H 4.322 -3.494 2.723
H 0.182 -3.133 -0.431
H -1.922 -5.515 0.367
H -0.616 -6.689 -1.493
H 0.921 -5.462 -1.297
H 0.581 -6.827 -0.044
H -3.688 -4.510 -1.548
H -3.412 -5.150 -3.300
H -2.721 -6.211 -1.788
H -2.757 -2.892 -4.133
H -2.399 -1.651 -2.737
H -0.126 -2.990 -4.775
H -0.972 -1.351 -5.200
H 0.176 -1.482 -3.680
H -2.599 0.382 1.300
H -7.375 -1.143 -1.164
H -5.225 -0.776 -2.729
H -6.082 0.840 -2.225
H -3.891 2.200 -2.311
H -2.775 0.582 -2.513
H -4.894 1.925 -4.665
H -4.252 0.102 -4.805
H -3.308 3.727 -4.965
H -3.351 2.779 -6.664
H -1.708 3.258 -5.850
H -6.660 1.183 1.720
H -4.450 2.801 1.297
H -5.160 -0.752 2.508
H -3.260 -1.426 3.644
H 0.773 0.939 5.511
H 1.998 2.332 4.854
H 2.433 0.496 4.734
F 5.018 -3.809 4.796
C 5.468 -5.050 5.019
C 4.573 -6.115 5.009
C 5.042 -7.409 5.236
C 6.400 -7.623 5.482
C 7.290 -6.547 5.495
C 6.822 -5.255 5.257
H 3.520 -5.928 4.824
H 4.351 -8.248 5.222
H 6.764 -8.632 5.663
H 8.346 -6.716 5.691
H 7.502 -4.409 5.254
F -8.581 -1.450 -3.539
C -9.719 -2.124 -3.328
C -10.771 -1.987 -4.227
C -11.955 -2.693 -4.011
C -12.077 -3.519 -2.891
C -11.018 -3.645 -1.992
C -9.830 -2.948 -2.214
H -10.661 -1.335 -5.087
H -12.781 -2.599 -4.712
H -13.003 -4.065 -2.720
H -11.117 -4.285 -1.119
H -8.993 -3.042 -1.530
F -3.661 5.937 -5.311
C -2.888 6.740 -4.569
C -1.854 7.446 -5.175
C -1.052 8.287 -4.403
C -1.286 8.404 -3.031
C -2.323 7.687 -2.431
C -3.132 6.856 -3.205
H -1.682 7.336 -6.240
H -0.246 8.849 -4.868
H -0.657 9.056 -2.428
H -2.500 7.777 -1.362
H -3.948 6.298 -2.756
F 8.171 -6.853 8.634
C 7.688 -5.781 9.276
C 8.497 -4.662 9.445
C 7.992 -3.543 10.108
C 6.687 -3.560 10.606
C 5.885 -4.690 10.437
C 6.386 -5.804 9.763
H 9.511 -4.670 9.058
H 8.614 -2.661 10.238
H 6.296 -2.690 11.128
H 4.871 -4.702 10.829
H 5.773 -6.687 9.615
F 10.992 1.502 -2.688
C 9.854 0.828 -2.478
C 8.802 0.965 -3.377
C 7.618 0.259 -3.160
C 7.495 -0.567 -2.040
C 8.555 -0.693 -1.141
C 9.743 0.004 -1.364
H 8.912 1.617 -4.236
H 6.792 0.353 -3.861
H 6.570 -1.113 -1.870
H 8.456 -1.334 -0.268
H 10.580 -0.090 -0.680
F 1.593 9.887 -4.119
C 1.843 11.109 -4.609
C 2.892 11.855 -4.083
C 3.156 13.125 -4.596
C 2.361 13.639 -5.623
C 1.308 12.884 -6.142
C 1.051 11.610 -5.636
H 3.493 11.443 -3.279
H 3.978 13.713 -4.197
H 2.565 14.631 -6.020
H 0.688 13.288 -6.939
H 0.242 11.006 -6.033
*
```

Calculated values
total energy: -5584.75726 Eh
gap between HOMO and LUMO: 7.423 eV
SMILES string: CCN(CC[C@@](CCSc1nnco1)(O[C@@H]([C@@H](C)F)P(C)CC)[C@@H](O[C@](S)(CCCOC)B(O)O)[PH2]=S)C(C)=O.Fc1ccccc1.Fc1ccccc1.Fc1ccccc1.Fc1ccccc1.Fc1ccccc1.Fc1ccccc1